Here is a cluster of 14 separate species, C30H88N12O14 in total in a non-equilibrium geometry from OMol25. Energies are from ωB97M-V with the def2-TZVPD basis set.

Last columns: bonded neighbours and bond lengths (Å).
Geometry (Å):
1 C -6.1693 -2.1491 -3.2453  C2 1.580, H5 1.090, H6 1.090, H7 1.090
2 C -6.3430 -2.5976 -4.7507  C1 1.580, C3 1.516, O4 1.459, H8 1.090
3 C -6.7761 -1.4491 -5.6400  C2 1.516, H9 1.090, H10 1.090, H11 1.090
4 O -5.0453 -2.8969 -5.3465  C2 1.459, H12 0.960
5 H -6.0478 -3.1218 -2.7684  C1 1.090
6 H -7.0156 -1.5705 -2.8751  C1 1.090
7 H -5.2980 -1.4955 -3.2036  C1 1.090
8 H -6.9243 -3.5196 -4.7509  C2 1.090
9 H -7.0928 -1.9393 -6.5606  C3 1.090
10 H -6.0227 -0.6643 -5.7073  C3 1.090
11 H -7.6366 -0.9737 -5.1690  C3 1.090
12 H -4.9241 -3.8189 -5.1082  O4 0.960
13 C 4.3373 -6.6436 -2.3733  C14 1.539, H17 1.090, H18 1.090, H19 1.090
14 C 5.5318 -7.1416 -3.2055  C13 1.539, C15 1.576, O16 1.413, H20 1.090
15 C 6.7007 -6.1086 -3.4271  C14 1.576, H21 1.090, H22 1.090, H23 1.090
16 O 6.1322 -8.2557 -2.5766  C14 1.413, H24 0.960
17 H 4.7151 -6.4520 -1.3690  C13 1.090
18 H 3.5962 -7.4427 -2.3945  C13 1.090
19 H 4.0152 -5.6910 -2.7939  C13 1.090
20 H 5.1114 -7.6068 -4.0971  C14 1.090
21 H 6.5882 -5.3497 -4.2014  C15 1.090
22 H 7.6703 -6.5971 -3.5239  C15 1.090
23 H 6.7873 -5.6658 -2.4348  C15 1.090
24 H 5.4182 -8.8363 -2.3035  O16 0.960
25 C 8.4665 -2.6273 1.4538  C26 1.556, H29 1.090, H30 1.090, H31 1.090
26 C 7.4008 -1.4991 1.3405  C25 1.556, C27 1.575, O28 1.405, H32 1.090
27 C 6.2425 -1.7226 2.3837  C26 1.575, H33 1.090, H34 1.090, H35 1.090
28 O 8.0915 -0.3509 1.7636  C26 1.405, H36 0.960
29 H 9.0902 -2.5275 0.5655  C25 1.090
30 H 8.1722 -3.6761 1.4943  C25 1.090
31 H 9.1547 -2.4648 2.2833  C25 1.090
32 H 7.1140 -1.4128 0.2925  C26 1.090
33 H 5.6587 -2.5199 1.9237  C27 1.090
34 H 5.4242 -1.0036 2.4231  C27 1.090
35 H 6.5884 -2.1089 3.3424  C27 1.090
36 H 8.2022 -0.2237 2.7087  O28 0.960
37 C -7.2411 -0.0811 3.0356  C38 1.580, H41 1.090, H42 1.090, H43 1.090
38 C -7.7615 -1.2243 3.9949  C37 1.580, C39 1.495, O40 1.380, H44 1.090
39 C -8.0249 -2.5425 3.3399  C38 1.495, H45 1.090, H46 1.090, H47 1.090
40 O -6.9061 -1.3960 5.0645  C38 1.380, H48 0.960
41 H -6.8672 0.8204 3.5210  C37 1.090
42 H -8.1058 0.1177 2.4026  C37 1.090
43 H -6.4683 -0.3894 2.3314  C37 1.090
44 H -8.6665 -0.8950 4.5053  C38 1.090
45 H -7.1112 -3.1081 3.1573  C39 1.090
46 H -8.6081 -2.5145 2.4194  C39 1.090
47 H -8.6575 -3.2117 3.9230  C39 1.090
48 H -7.1369 -0.8034 5.7836  O40 0.960
49 C -3.4676 8.8841 3.9863  C50 1.542, H53 1.090, H54 1.090, H55 1.090
50 C -2.9534 7.8042 4.9596  C49 1.542, C51 1.535, O52 1.367, H56 1.090
51 C -2.8188 6.4058 4.3402  C50 1.535, H57 1.090, H58 1.090, H59 1.090
52 O -1.7219 8.1356 5.4508  C50 1.367, H60 0.960
53 H -4.2026 8.4161 3.3314  C49 1.090
54 H -2.6789 9.2282 3.3172  C49 1.090
55 H -3.8804 9.7642 4.4795  C49 1.090
56 H -3.7361 7.6869 5.7092  C50 1.090
57 H -1.9539 6.3651 3.6780  C51 1.090
58 H -3.7523 6.1133 3.8593  C51 1.090
59 H -2.5048 5.6450 5.0548  C51 1.090
60 H -1.7395 7.9573 6.3939  O52 0.960
61 C -0.3120 -7.9873 1.3576  C62 1.501, H65 1.090, H66 1.090, H67 1.090
62 C 0.2866 -9.3607 1.2624  C61 1.501, C63 1.557, O64 1.406, H68 1.090
63 C 0.2518 -9.9212 2.7143  C62 1.557, H69 1.090, H70 1.090, H71 1.090
64 O -0.5025 -10.1649 0.4219  C62 1.406, H72 0.960
65 H 0.2728 -7.2839 1.9504  C61 1.090
66 H -1.2707 -7.9606 1.8754  C61 1.090
67 H -0.4408 -7.5853 0.3527  C61 1.090
68 H 1.3248 -9.1541 1.0023  C62 1.090
69 H -0.4983 -10.6947 2.8791  C63 1.090
70 H -0.0913 -9.1909 3.4471  C63 1.090
71 H 1.1739 -10.4515 2.9524  C63 1.090
72 H -1.3556 -10.3718 0.8105  O64 0.960
73 C 2.9864 7.4389 -2.4836  C74 1.510, H77 1.090, H78 1.090, H79 1.090
74 C 2.1166 6.2535 -2.1409  C73 1.510, C75 1.571, O76 1.428, H80 1.090
75 C 0.7269 6.6595 -1.5315  C74 1.571, H81 1.090, H82 1.090, H83 1.090
76 O 1.9465 5.5757 -3.3867  C74 1.428, H84 0.960
77 H 2.5580 8.2529 -3.0684  C73 1.090
78 H 3.8266 6.9795 -3.0042  C73 1.090
79 H 3.1742 7.9660 -1.5482  C73 1.090
80 H 2.6993 5.5590 -1.5357  C74 1.090
81 H 0.3853 7.5273 -2.0957  C75 1.090
82 H 0.7956 6.8120 -0.4544  C75 1.090
83 H 0.0914 5.7882 -1.6895  C75 1.090
84 H 2.7952 5.5023 -3.8293  O76 0.960
85 C -0.3915 -1.6043 -0.7082  C86 1.504, H89 1.090, H90 1.090, H91 1.090
86 C -0.0279 -0.3021 -0.0493  C85 1.504, C87 1.526, O88 1.425, H92 1.090
87 C -1.1202 0.7635 -0.0306  C86 1.526, H93 1.090, H94 1.090, H95 1.090
88 O 0.2964 -0.6926 1.2823  C86 1.425, H96 0.960
89 H 0.5224 -2.1901 -0.8071  C85 1.090
90 H -0.6929 -1.5064 -1.7511  C85 1.090
91 H -1.1738 -2.0200 -0.0731  C85 1.090
92 H 0.8705 0.1419 -0.4780  C86 1.090
93 H -1.3255 1.2813 -0.9676  C87 1.090
94 H -0.7672 1.6222 0.5403  C87 1.090
95 H -2.0511 0.3869 0.3934  C87 1.090
96 H 0.6314 0.0553 1.7824  O88 0.960
97 C -5.2963 3.9068 -3.9304  O98 1.202, N99 1.267, N100 1.275
98 O -4.1409 3.9643 -4.2574  C97 1.202
99 N -6.2833 4.4824 -4.4776  C97 1.267, H101 1.010, H102 1.010
100 N -5.6446 3.3506 -2.8375  C97 1.275, H103 1.010, H104 1.010
101 H -7.2174 4.2073 -4.2093  N99 1.010
102 H -5.9784 5.1841 -5.1369  N99 1.010
103 H -4.8159 3.0444 -2.3481  N100 1.010
104 H -6.6203 3.1196 -2.7156  N100 1.010
105 C -2.5653 -3.7909 5.6561  O106 1.196, N107 1.277, N108 1.321
106 O -1.5947 -4.2986 6.1354  C105 1.196
107 N -2.6477 -2.7810 4.8796  C105 1.277, H109 1.010, H110 1.010
108 N -3.7738 -4.2584 5.9125  C105 1.321, H111 1.010, H112 1.010
109 H -1.7607 -2.3691 4.6272  N107 1.010
110 H -3.5352 -2.4070 4.5754  N107 1.010
111 H -4.5291 -3.5917 5.8416  N108 1.010
112 H -3.7665 -4.9516 6.6470  N108 1.010
113 C 5.5281 5.1926 1.9603  O114 1.222, N115 1.269, N116 1.310
114 O 4.6505 6.0435 1.9620  C113 1.222
115 N 6.7958 5.2310 1.9905  C113 1.269, H117 1.010, H118 1.010
116 N 5.2794 3.9277 1.7283  C113 1.310, H119 1.010, H120 1.010
117 H 7.3628 4.4164 1.8034  N115 1.010
118 H 7.2937 6.0757 2.2326  N115 1.010
119 H 5.9153 3.1695 1.9302  N116 1.010
120 H 4.3414 3.5585 1.6656  N116 1.010
121 C 4.8083 0.7639 -5.6573  O122 1.217, N123 1.236, N124 1.268
122 O 5.9979 0.6400 -5.8846  C121 1.217
123 N 3.9697 1.2509 -6.4243  C121 1.236, H125 1.010, H126 1.010
124 N 4.2820 0.3763 -4.5713  C121 1.268, H127 1.010, H128 1.010
125 H 2.9833 1.3722 -6.2443  N123 1.010
126 H 4.2472 1.8397 -7.1966  N123 1.010
127 H 4.8483 -0.1744 -3.9420  N124 1.010
128 H 3.2740 0.3290 -4.5274  N124 1.010
129 C 2.7351 2.3860 6.1524  O130 1.225, N131 1.286, N132 1.278
130 O 1.8510 1.7210 5.6261  C129 1.225
131 N 3.9657 2.0781 6.3642  C129 1.286, H133 1.010, H134 1.010
132 N 2.3946 3.5455 6.5695  C129 1.278, H135 1.010, H136 1.010
133 H 4.6294 2.6644 6.8498  N131 1.010
134 H 4.2458 1.1256 6.1787  N131 1.010
135 H 1.4020 3.6274 6.7370  N132 1.010
136 H 3.0760 4.2397 6.8414  N132 1.010
137 C -0.8229 2.0409 -7.9361  O138 1.215, N139 1.284, N140 1.319
138 O -0.6033 1.4028 -8.9470  C137 1.215
139 N -0.9436 3.3189 -7.9729  C137 1.284, H141 1.010, H142 1.010
140 N -1.1076 1.5476 -6.7462  C137 1.319, H143 1.010, H144 1.010
141 H -0.7365 3.7533 -7.0849  N139 1.010
142 H -0.5828 3.8259 -8.7683  N139 1.010
143 H -1.2267 0.5501 -6.6414  N140 1.010
144 H -1.3441 2.1718 -5.9882  N140 1.010

As for the electronic energy: -79080.312 eV. The value obtained for the LUMO energy is -0.003 hartree. As for the HOMO energy: -9.431 eV.